# 1
Density functional theory data (the ωB97M-V functional and the def2-TZVPD basis) for an isolated molecule of C4H6O2.

- LUMO: 0.8 eV
- Kohn-Sham gap: 11.03 eV

The geometry in XYZ format:
```
12
Properties=species:S:1:pos:R:3:nbo_charge:R:1
O -0.801 -0.363 -1.528 -0.70
C 0.248 0.469 -1.062 -0.07
C 0.847 0.143 0.364 -0.01
O 1.041 1.359 1.076 -0.71
C -0.167 -0.724 0.965 -0.05
C -1.175 -1.386 0.928 -0.22
H -1.632 -0.140 -1.083 0.47
H -0.054 1.523 -1.005 0.18
H 1.030 0.324 -1.805 0.19
H 1.807 -0.393 0.261 0.19
H 0.924 1.155 2.014 0.48
H -2.069 -1.966 0.876 0.24
```



# 2
Density functional theory data (the ωB97M-V functional and the def2-TZVPD basis) for an isolated molecule of C4H6O2.

- LUMO (alpha / beta): -1.1 / -2.1 eV
- Kohn-Sham gap (alpha / beta): 9.05 / 6.48 eV

The geometry in XYZ format:
```
12
Properties=species:S:1:pos:R:3:nbo_charge:R:1
O -2.397 -1.304 -0.350 -0.51
C -1.512 -1.370 0.473 0.33
C -0.166 -0.765 0.255 -0.09
C -0.014 0.333 -0.606 -0.50
C 1.346 1.001 -0.330 -0.11
O 1.152 1.255 1.002 -0.39
H -1.671 -1.832 1.465 0.12
H 0.659 -1.081 0.889 0.21
H -0.412 1.101 0.205 0.29
H -0.644 0.382 -1.500 0.27
H 1.428 1.908 -0.957 0.19
H 2.231 0.372 -0.547 0.19
```



# 3
Density functional theory data (the ωB97M-V functional and the def2-TZVPD basis) for an isolated molecule of C4H6O2.

- LUMO: 0.8 eV
- Kohn-Sham gap: 10.74 eV

The geometry in XYZ format:
```
12
Properties=species:S:1:pos:R:3:nbo_charge:R:1
C -0.687 -0.291 -1.472 0.78
C 0.512 0.430 -0.749 -0.54
C 0.819 -0.245 0.611 -0.23
C 0.288 0.318 1.736 -0.40
H -1.262 -0.992 0.235 0.49
H 1.304 0.417 -1.443 0.25
H 0.121 1.426 -0.630 0.24
H 1.524 -1.111 0.672 0.23
H -0.477 1.167 1.582 0.20
H 0.450 -0.046 2.810 0.22
O -1.636 -0.898 -0.708 -0.68
O -0.956 -0.175 -2.645 -0.57
```



# 4
Density functional theory data (the ωB97M-V functional and the def2-TZVPD basis) for an isolated molecule of C4H6O2.

- LUMO: 1.1 eV
- Kohn-Sham gap: 10.86 eV

The geometry in XYZ format:
```
12
Properties=species:S:1:pos:R:3:nbo_charge:R:1
O 1.602 -0.590 -0.994 -0.69
C 0.326 -0.794 -0.477 0.09
C 0.239 -0.363 1.018 -0.46
C -0.713 0.731 0.567 0.04
O -0.140 1.495 -0.515 -0.50
C -0.791 0.283 -0.815 0.01
H 1.778 0.338 -0.757 0.47
H -0.194 -1.636 -0.894 0.19
H -0.205 -1.073 1.721 0.23
H 1.180 0.002 1.450 0.21
H -1.417 1.276 1.169 0.20
H -1.687 0.302 -1.461 0.20
```



Energy above the lowest of the compared OMol25 structures with the same formula, charge and spin / kcal per mole: 75.3 129.4 25.2 70.5